ORCA calculation (the ωB97M-V functional and the def2-TZVPD basis) on C13H19FeN2O3 as an isolated structure at a distorted geometry.

Structure (ORCA input):
```
! RIJCOSX wB97M-V def2-TZVPD def2/J DEFGRID3
* xyz -1 5
O 3.204 -0.883 0.666
C 2.306 -0.151 0.642
Fe 1.002 1.050 1.003
C 2.183 2.178 1.608
O 3.022 2.721 2.208
C 0.862 0.454 2.646
O 1.014 0.072 3.728
C -0.654 -0.324 0.246
C -1.867 0.156 0.977
C -1.855 1.662 1.365
C -0.501 2.310 1.354
C 0.070 2.682 0.091
C -0.047 1.814 -0.992
C -0.061 0.410 -0.797
H -0.322 -1.357 0.425
H -2.773 -0.018 0.363
H -2.019 -0.430 1.902
H -2.542 2.201 0.692
H -2.281 1.786 2.369
H -0.296 2.963 2.210
H 0.548 3.666 -0.016
H 0.132 2.195 -1.999
H 0.394 -0.164 -1.608
C -1.710 -3.803 0.832
N -2.489 -4.655 -0.031
C -3.925 -4.535 0.000
N -1.933 -4.932 -1.254
C -2.426 -6.110 -1.968
H -2.122 -3.906 1.846
H -0.666 -4.157 0.833
H -1.749 -2.736 0.536
H -4.252 -4.623 1.047
H -4.266 -3.556 -0.384
H -4.403 -5.330 -0.577
H -0.911 -4.918 -1.180
H -2.260 -5.948 -3.035
H -1.875 -7.014 -1.673
H -3.492 -6.278 -1.803
*
```

**Orbital gap (spin up / spin down)**: 3.48 / 4.07 eV
**Energy above the lowest of the compared OMol25 structures with the same formula, charge and spin**: 0.0 kJ/mol
**Expectation value of S²**: 6.101
**Electronic energy**: -2105.4004 Eh

ORCA calculation (the ωB97M-V functional and the def2-TZVPD basis) on one molecule with the formula C13H19N3O3S at a distorted geometry.

Structure (ORCA input):
```
! RIJCOSX wB97M-V def2-TZVPD def2/J DEFGRID3
* xyz 0 1
C -4.405 -2.209 1.553
C -4.022 -2.174 -0.030
O -3.471 -1.135 -0.541
C -4.296 0.034 -0.555
O -5.528 0.030 -0.381
C -3.397 1.345 -1.095
C -2.007 1.160 -0.709
N -0.956 0.980 -1.463
N 0.143 1.037 -0.899
C 0.093 0.895 0.268
N 1.282 0.447 1.084
C 2.650 0.616 0.977
O 3.351 0.508 1.770
C 2.965 0.393 -0.378
C 4.552 0.603 -0.656
C 5.411 -0.355 -0.059
C 5.222 -1.567 -0.777
C 3.634 -1.978 -0.295
C 2.688 -0.993 -1.124
S -1.443 0.878 1.040
H -3.504 -2.086 1.856
H -4.910 -3.142 1.991
H -5.157 -1.365 1.759
H -4.951 -2.136 -0.620
H -3.445 -3.000 -0.355
H -3.479 1.407 -2.049
H -3.757 2.403 -0.437
H 1.083 0.704 2.210
H 2.385 1.105 -1.193
H 4.768 1.688 -0.168
H 4.704 0.976 -1.833
H 5.381 -0.164 0.913
H 6.402 -0.073 -0.263
H 5.864 -2.404 -0.290
H 5.283 -1.856 -1.796
H 3.454 -2.004 0.843
H 3.423 -2.843 -1.054
H 1.574 -1.147 -0.686
H 2.871 -0.864 -2.060
*
```

**Orbital gap**: 9.06 eV
**Energy above the lowest of the compared OMol25 structures with the same formula, charge and spin**: 1230.9 kJ/mol
**SMILES**: CCOC(=O)Cc1nnc(NC(=O)C2CCCCC2)s1
**Electronic energy**: -1294.5247 Eh

ORCA calculation (the ωB97M-V functional and the def2-TZVPD basis) on C13H19N3O4STi as an isolated structure.

Structure (ORCA input):
```
! RIJCOSX wB97M-V def2-TZVPD def2/J DEFGRID3
* xyz 2 1
Ti 0.418 0.052 0.022
O 1.432 0.394 -3.936
C 1.157 -0.013 -2.729
O 1.248 0.753 -1.715
C 0.789 -1.365 -2.474
C 0.936 -2.465 -3.281
C 0.923 -3.752 -2.715
C 0.961 -3.870 -1.345
C 0.821 -2.736 -0.533
N 0.505 -1.503 -1.112
C 1.187 -2.523 0.808
O 1.505 -3.401 1.730
O 1.215 -1.288 1.182
H 1.743 1.312 -3.931
H 1.137 -2.331 -4.337
H 1.034 -4.622 -3.343
H 1.156 -4.842 -0.906
H 1.483 -4.311 1.405
C -0.124 1.743 2.448
C -0.784 0.387 2.676
N -1.267 -0.237 1.398
C -2.620 0.198 0.952
C -2.639 1.589 0.344
S -1.283 1.790 -0.851
C -0.355 3.245 -0.225
C 0.947 2.960 0.540
N 0.881 1.697 1.335
H 0.354 2.078 3.367
H -0.859 2.498 2.186
H -1.611 0.491 3.380
H -0.064 -0.303 3.111
H -1.352 -1.232 1.593
H -3.321 0.152 1.789
H -2.949 -0.532 0.213
H -2.574 2.379 1.087
H -3.575 1.733 -0.193
H -1.069 3.812 0.370
H -0.128 3.857 -1.096
H 1.159 3.806 1.195
H 1.780 2.862 -0.153
H 1.803 1.541 1.741
*
```

**Orbital gap (spin up / spin down)**: 6.40 / 6.41 eV
**Electronic energy**: -2219.2224 Eh

ORCA calculation (the ωB97M-V functional and the def2-TZVPD basis) on one molecule with the formula C13H19NO3 at a distorted geometry.

Structure (ORCA input):
```
! RIJCOSX wB97M-V def2-TZVPD def2/J DEFGRID3
* xyz 0 1
C -1.032 0.370 -3.042
C -0.879 -1.266 -3.353
C -0.387 -1.983 -1.934
C -1.592 -2.748 -1.128
N -1.178 -2.766 0.352
O 0.159 -3.045 0.463
C 0.614 -2.448 1.734
O -0.190 -2.672 2.810
O 1.860 -1.695 1.948
C 1.935 -0.485 1.115
C 1.027 0.779 1.654
C 0.085 0.740 3.015
C -0.827 2.039 3.543
C -0.763 3.469 2.689
C 0.191 3.572 1.354
C 1.053 2.237 0.835
C 1.944 2.484 -0.547
H -1.097 1.014 -4.017
H -0.067 0.744 -2.454
H -1.936 0.532 -2.297
H -1.850 -1.738 -3.803
H 0.061 -1.358 -4.081
H 0.464 -2.762 -2.136
H -0.044 -1.078 -1.240
H -2.594 -2.127 -1.307
H -1.735 -3.886 -1.427
H -1.748 -3.557 0.753
H 3.068 -0.114 1.172
H 1.713 -0.650 -0.023
H 0.015 -0.225 3.693
H -1.497 1.903 4.521
H -1.400 4.380 3.086
H 0.245 4.614 0.782
H 2.708 1.620 -0.761
H 1.177 2.565 -1.453
H 2.497 3.542 -0.514
*
```

**Orbital gap**: 8.51 eV
**Energy above the lowest of the compared OMol25 structures with the same formula, charge and spin**: 1532.1 kJ/mol
**SMILES**: CCCCNOC(=O)OCc1ccccc1C
**Electronic energy**: -786.6858 Eh

ORCA calculation (the ωB97M-V functional and the def2-TZVPD basis) on one molecule with the formula C13H19P at a distorted geometry.

Structure (ORCA input):
```
! RIJCOSX wB97M-V def2-TZVPD def2/J DEFGRID3
* xyz 0 1
C 1.796 3.251 -0.288
C 1.671 1.961 -0.688
C 0.650 1.444 -1.641
C 0.555 -0.124 -1.678
C 1.357 -0.838 -2.575
C 1.376 -2.210 -2.568
C 0.506 -2.891 -1.693
C -0.170 -2.147 -0.733
C -0.195 -0.756 -0.720
C -0.968 0.020 0.380
P -2.841 0.262 -0.184
C -1.010 -0.621 1.855
C 0.396 -0.935 2.348
C -1.802 0.219 2.946
H 2.586 3.702 0.294
H 1.166 4.076 -0.355
H 2.271 1.192 -0.370
H 0.893 1.743 -2.570
H -0.384 2.011 -1.378
H 1.940 -0.116 -3.119
H 1.973 -2.833 -3.139
H 0.489 -3.877 -1.613
H -0.739 -2.734 0.081
H -0.577 0.959 0.350
H -2.565 0.781 -1.446
H -2.916 1.699 0.214
H -1.553 -1.482 1.631
H 1.112 -0.274 1.724
H 0.566 -1.895 2.102
H 0.648 -0.827 3.415
H -1.670 1.295 2.744
H -1.655 -0.163 3.996
H -2.904 0.104 2.676
*
```

**Orbital gap**: 9.77 eV
**Energy above the lowest of the compared OMol25 structures with the same formula, charge and spin**: 294.2 kJ/mol
**SMILES**: C=CCc1ccccc1[C@@H](P)C(C)C
**Electronic energy**: -847.9732 Eh

ORCA calculation (the ωB97M-V functional and the def2-TZVPD basis) on C13H20BCaF6NO6P as an isolated structure at a distorted geometry.

Structure (ORCA input):
```
! RIJCOSX wB97M-V def2-TZVPD def2/J DEFGRID3
* xyz 1 1
C 0.327 -1.020 3.283
C -0.382 -1.537 2.272
P -0.435 -0.768 0.584
C -1.844 -1.850 -0.092
C -1.603 0.727 1.041
C -3.009 0.422 1.472
O -3.271 -0.438 2.262
N -4.067 1.246 0.923
C -4.305 0.936 -0.487
C -3.824 2.666 1.172
B 0.958 -2.154 -0.052
O 1.140 -2.444 -1.412
O 1.752 -2.751 0.858
C 2.876 -3.535 0.462
C -0.205 0.006 -1.309
O -0.713 -0.252 -2.336
C 0.922 1.271 -1.552
F 1.114 2.097 -0.507
F 0.267 2.140 -2.519
C 2.226 0.778 -2.166
F 2.837 1.880 -3.133
F 2.045 -0.217 -2.961
C 3.388 0.544 -1.138
F 2.904 0.368 0.085
F 4.058 -0.543 -1.499
C 4.334 1.757 -1.256
O 5.323 1.748 -1.874
O 3.767 2.884 -0.685
H 0.866 -1.667 3.969
H 0.377 0.047 3.481
H -0.917 -2.469 2.437
H 0.694 0.096 0.990
H -1.466 -2.638 -0.747
H -2.334 -2.342 0.746
H -2.604 -1.319 -0.661
H -1.657 1.420 0.190
H -1.099 1.264 1.848
H -4.692 1.829 -0.979
H -3.394 0.653 -1.026
H -5.068 0.167 -0.582
H -3.032 2.815 1.905
H -3.563 3.223 0.265
H -4.720 3.128 1.589
H 0.816 -3.325 -1.638
H 3.424 -3.784 1.368
H 3.536 -2.980 -0.202
H 2.564 -4.468 -0.005
H 3.902 2.907 0.277
Ca 1.792 3.480 -2.662
*
```

**Orbital gap**: 3.21 eV
**Electronic energy**: -2656.0852 Eh

ORCA calculation (the ωB97M-V functional and the def2-TZVPD basis) on a 3-piece molecular cluster, C13H20BF16NO3P overall.

Structure (ORCA input):
```
! RIJCOSX wB97M-V def2-TZVPD def2/J DEFGRID3
* xyz -1 1
C 9.626 3.270 1.746
N 8.193 3.145 1.938
C 7.617 1.801 1.724
B 6.224 1.702 0.845
P 4.915 3.178 0.970
C 3.341 2.296 1.385
O 5.164 3.966 2.464
H 10.076 3.957 2.477
H 10.098 2.292 1.876
H 9.913 3.639 0.748
H 7.707 3.807 1.352
H 7.495 1.311 2.701
H 8.355 1.184 1.180
H 6.486 1.608 -0.353
H 5.625 0.674 1.173
H 3.511 1.270 1.723
H 2.673 2.304 0.520
H 2.857 2.863 2.188
H 5.041 4.892 2.277
C -0.833 1.860 -1.648
C 0.550 1.820 -2.311
C 0.611 2.094 -3.817
F -0.072 1.141 -4.492
F 1.893 2.066 -4.223
F 1.166 0.659 -2.033
F 1.243 2.844 -1.740
O -1.457 0.604 -1.443
C -2.330 0.070 -2.326
C -1.915 -1.345 -2.759
F -0.740 -1.302 -3.413
F -2.856 -1.819 -3.610
F -2.552 0.857 -3.393
F -3.536 -0.073 -1.692
H -0.642 2.244 -0.648
H -1.494 2.560 -2.160
H 0.183 3.073 -4.047
H -1.830 -1.996 -1.888
C -5.732 -2.457 1.806
C -4.614 -2.865 0.840
C -4.928 -2.825 -0.659
F -5.880 -3.728 -0.966
F -3.802 -3.141 -1.335
F -4.124 -4.075 1.169
F -3.622 -1.941 1.012
O -6.452 -3.521 2.397
C -7.608 -3.999 1.867
C -7.526 -5.516 1.625
F -6.565 -5.786 0.724
F -8.710 -5.941 1.129
F -7.975 -3.352 0.748
F -8.599 -3.814 2.777
H -5.217 -1.972 2.634
H -6.393 -1.722 1.346
H -5.250 -1.827 -0.966
H -7.313 -6.032 2.562
*
```

**Orbital gap**: 4.94 eV
**Energy above the lowest of the compared OMol25 structures with the same formula, charge and spin**: 11.2 kJ/mol
**Electronic energy**: -2751.9192 Eh

ORCA calculation (the ωB97M-V functional and the def2-TZVPD basis) on C13H20BrF3IP2Pd as an isolated structure.

Structure (ORCA input):
```
! RIJCOSX wB97M-V def2-TZVPD def2/J DEFGRID3
* xyz 1 1
Pd 0.159 0.050 -0.005
C -2.302 2.520 -0.631
P -0.580 1.990 -0.710
C -0.184 2.069 -2.481
C 0.407 3.314 0.063
C 1.889 2.963 -0.016
P 2.177 1.235 0.528
C 2.102 1.317 2.343
C 3.932 0.952 0.167
H -2.379 3.497 -1.111
H -2.643 2.586 0.398
H -2.922 1.802 -1.165
H -0.400 3.068 -2.866
H -0.801 1.348 -3.016
H 0.865 1.832 -2.654
H 0.060 3.406 1.095
H 0.200 4.262 -0.440
H 2.492 3.668 0.560
H 2.228 3.018 -1.054
H 2.858 2.005 2.725
H 2.277 0.327 2.764
H 1.112 1.642 2.663
H 4.554 1.742 0.590
H 4.082 0.904 -0.911
H 4.234 -0.005 0.593
Br 1.090 -2.254 0.652
C -0.339 -3.420 0.167
C -0.632 -4.447 1.046
C -1.656 -5.328 0.736
C -2.373 -5.173 -0.440
C -2.073 -4.141 -1.315
C -1.047 -3.255 -1.016
I -0.632 -1.735 -2.395
H -0.071 -4.550 1.964
H -1.892 -6.131 1.420
H -3.175 -5.857 -0.682
H -2.634 -4.023 -2.231
F -1.576 -1.320 1.748
C -1.673 -0.241 0.926
F -2.799 -0.435 0.212
F -1.938 0.796 1.778
*
```

**Orbital gap**: 8.12 eV
**Energy above the lowest of the compared OMol25 structures with the same formula, charge and spin**: 0.0 kJ/mol
**Electronic energy**: -4489.0915 Eh

ORCA calculation (the ωB97M-V functional and the def2-TZVPD basis) on C13H20CeF3N2O2P as an isolated structure at a distorted geometry.

Structure (ORCA input):
```
! RIJCOSX wB97M-V def2-TZVPD def2/J DEFGRID3
* xyz 2 3
C -0.967 2.365 -0.880
C -0.441 1.322 -1.843
N -0.226 0.062 -1.306
C 0.120 -1.062 -2.000
C 0.256 -0.878 -3.360
C 0.070 0.368 -3.954
C -0.279 1.455 -3.177
C 0.279 -2.272 -1.254
P 0.100 -2.443 0.504
H -0.452 2.468 -3.615
H 0.527 -1.751 -3.976
H 0.200 0.467 -5.033
C 1.060 2.732 0.487
C -1.160 2.942 1.520
H 0.536 -3.173 -1.796
H -2.041 2.234 -0.733
H -0.765 3.361 -1.247
C 1.543 -2.989 1.306
C -1.235 -3.463 0.947
H 1.409 -2.985 2.399
H 1.692 -3.997 0.954
H 2.418 -2.374 1.068
H -1.364 -3.505 2.042
H -2.194 -3.167 0.495
H -0.968 -4.451 0.579
H -1.228 4.000 1.243
H -2.161 2.490 1.538
H -0.683 2.830 2.493
H 1.039 3.811 0.263
H 1.509 2.555 1.458
H 1.622 2.198 -0.289
C -0.306 -0.147 2.789
O -0.265 -0.281 3.966
Ce -0.258 0.166 0.901
O -2.652 0.022 0.442
H -2.935 -0.703 1.044
H -2.538 -0.402 -0.439
N -0.339 2.270 0.494
F 3.036 1.162 1.748
C 2.329 0.030 1.421
F 2.649 -0.805 2.508
F 3.063 -0.464 0.294
*
```

**Orbital gap (spin up / spin down)**: 6.96 / 6.31 eV
**Energy above the lowest of the compared OMol25 structures with the same formula, charge and spin**: 553.3 kJ/mol
**Expectation value of S²**: 2.032
**Electronic energy**: -1882.5901 Eh

ORCA calculation (the ωB97M-V functional and the def2-TZVPD basis) on C13H20ClF3I2NO5P as an isolated structure at a distorted geometry.

Structure (ORCA input):
```
! RIJCOSX wB97M-V def2-TZVPD def2/J DEFGRID3
* xyz 0 1
C 4.210 0.069 -1.279
C 4.048 -0.690 -2.730
I 5.887 -1.297 -3.811
C 2.721 -1.001 -3.335
I 2.660 -2.068 -5.293
C 1.263 -0.580 -2.632
C 1.029 -1.247 -1.160
C 0.338 -2.746 -1.428
C -1.297 -2.574 -1.217
O -2.090 -1.873 -2.051
Cl -2.020 -3.463 0.269
O 0.033 -0.522 -0.311
C 0.664 0.789 -0.094
C 0.580 1.612 -1.504
N 1.154 0.919 -2.710
P -0.010 1.255 -4.068
O -0.222 2.814 -4.301
H 4.260 -0.794 -0.459
H 3.365 0.846 -1.036
H 5.236 0.660 -1.165
H 0.442 -1.057 -3.357
H 1.997 -1.459 -0.539
H 0.773 -3.490 -0.629
H 0.489 -3.099 -2.533
H -0.028 1.376 0.680
H 1.725 0.733 0.397
H 1.144 2.654 -1.351
H -0.549 1.895 -1.733
H 2.052 1.399 -3.014
H -1.303 0.759 -3.576
H 0.297 0.505 -5.259
C -3.347 -0.929 3.780
C -3.324 0.268 2.849
O -3.368 1.515 3.533
C -2.135 2.071 4.070
O -1.198 2.126 3.128
C -1.652 1.375 5.403
F -2.714 1.075 6.206
F -0.862 2.204 6.143
F -0.960 0.223 5.235
H -4.019 -0.763 4.627
H -3.667 -1.825 3.240
H -2.352 -1.139 4.177
H -4.244 0.234 2.254
H -2.501 0.204 2.131
H -2.502 3.035 4.453
*
```

**Orbital gap**: 3.57 eV
**Electronic energy**: -2634.4619 Eh

ORCA calculation (the ωB97M-V functional and the def2-TZVPD basis) on C13H20ClIN2OPPrSe as an isolated structure at a distorted geometry.

Structure (ORCA input):
```
! RIJCOSX wB97M-V def2-TZVPD def2/J DEFGRID3
* xyz 2 3
C 0.992 -0.633 -1.973
I -1.613 -2.202 1.446
H 1.682 -0.454 -2.809
H 0.728 0.349 -1.536
H 0.088 -1.104 -2.356
Pr -1.042 0.929 1.377
P 1.790 -1.680 -0.758
C 1.049 -3.307 -0.836
C 3.502 -1.907 -1.257
H 1.816 0.182 0.806
H 2.563 -1.284 1.484
H 0.797 -1.218 1.390
C 1.732 -0.919 0.859
H 4.110 -1.046 -0.945
H 3.918 -2.823 -0.811
H 1.807 -4.069 -0.616
H 0.655 -3.478 -1.845
H 3.528 -2.002 -2.352
H 0.226 -3.390 -0.113
C -1.959 -0.254 -0.723
O -2.452 -0.758 -1.652
Cl 0.998 2.508 1.190
C -4.823 2.018 1.187
N -3.745 2.928 1.570
C -2.613 3.149 0.824
Se -2.193 2.408 -0.849
N -1.912 4.124 1.493
C -2.664 4.619 2.560
C -2.450 5.711 3.389
C -3.494 6.017 4.281
C -4.673 5.243 4.325
C -4.852 4.132 3.492
C -3.812 3.852 2.618
H -5.028 2.109 0.113
H -5.718 2.270 1.767
H -4.547 0.976 1.405
H -0.998 4.477 1.201
H -1.507 6.266 3.320
H -3.394 6.874 4.949
H -5.455 5.519 5.030
H -5.734 3.492 3.490
*
```

**Orbital gap (spin up / spin down)**: 6.98 / 7.40 eV
**Energy above the lowest of the compared OMol25 structures with the same formula, charge and spin**: 0.0 kJ/mol
**Expectation value of S²**: 2.005
**Electronic energy**: -4709.3794 Eh

ORCA calculation (the ωB97M-V functional and the def2-TZVPD basis) on one molecule with the formula C13H20ClNO at a distorted geometry.

Structure (ORCA input):
```
! RIJCOSX wB97M-V def2-TZVPD def2/J DEFGRID3
* xyz 0 1
C 6.615 0.709 0.776
C 5.948 0.349 -0.581
C 4.531 -0.035 -0.328
C 3.538 0.928 0.280
N 2.091 0.475 0.021
C 1.465 -0.495 1.247
C 1.488 -1.736 0.310
C 0.564 -1.790 -0.905
O -0.819 -1.588 -0.463
C -1.577 -0.539 -0.576
C -1.007 0.433 -1.012
C -1.865 1.789 -0.817
C -3.195 1.564 -0.524
C -3.690 0.299 0.148
Cl -5.133 0.250 0.537
C -2.750 -0.929 0.041
H 7.571 0.840 0.427
H 6.080 1.491 1.203
H 6.618 0.066 1.413
H 5.728 1.206 -1.360
H 6.362 -0.392 -1.088
H 4.451 -1.024 0.442
H 3.926 -0.336 -1.289
H 3.801 1.283 1.329
H 3.577 1.857 -0.125
H 1.488 1.423 0.369
H 2.246 -0.407 1.987
H 0.548 -0.283 1.374
H 2.447 -2.016 0.312
H 1.126 -2.298 0.925
H 0.930 -1.065 -1.514
H 0.755 -2.666 -1.251
H -0.140 0.851 -1.098
H -1.577 2.661 -1.277
H -3.877 2.476 -0.245
H -3.164 -1.791 0.394
*
```

**Orbital gap**: 8.73 eV
**Energy above the lowest of the compared OMol25 structures with the same formula, charge and spin**: 1239.7 kJ/mol
**SMILES**: CCCCNCCCOc1cccc(Cl)c1
**Electronic energy**: -1097.0655 Eh